108
Properties=species:S:1:pos:R:3:forces:R:3:mulliken_charge:R:1 method="wB97M-V/def2-TZVPD" smiles=CC(C)O.CC(C)O.CC(C)O.CC(C)O.CC(C)O.CC(C)O.CC(C)O.CC(C)O.CO.CO max_force_ha_per_bohr=0.2337 total_charge=0 relative_energy_ev=8.688 total_energy_ha=-1785.830848 e_homo_ev=-9.54
O 20.4022 -9.5903 -2.5305 -8.6 -2.8 3.9 -0.5326
O 19.5246 -9.2874 -9.6478 2.2 7.1 0.1 -0.2649
O 21.8650 -4.0232 -12.5572 3.7 10.6 2.3 -0.5083
O 23.7473 -13.1520 -6.4774 6.1 -6.2 3.8 -0.6142
O 24.5763 -7.1668 -10.1564 -6.6 3.2 -3.6 -0.3482
O 22.6266 -7.9808 -13.8409 -4.4 5.4 -2.0 -0.5381
O 17.9104 -7.9683 -7.6613 0.2 -0.1 -1.0 -0.6106
O 23.2509 -4.0164 -8.9243 3.2 7.0 -5.1 -0.6743
O 22.1927 -8.2391 -9.1111 1.0 0.5 1.1 3.0153
O 24.8758 -8.0671 -5.1321 -10.3 -3.3 4.5 -0.3012
C 18.8554 -7.1755 -6.9780 -2.1 1.2 1.7 -0.1803
C 26.0421 -7.9936 -5.4767 10.6 -0.9 -5.6 0.8738
C 22.3640 -10.1832 -14.5002 0.2 -1.3 -0.2 -1.4405
C 26.4056 -9.3088 -6.2469 0.3 1.2 -1.9 -0.7142
C 22.8656 -4.9910 -8.2465 -3.2 -6.2 5.6 2.6616
C 22.9296 -12.2668 -6.8324 -3.7 5.1 -2.6 0.0177
C 25.4332 -7.8229 -9.5048 6.0 -2.5 4.0 2.5209
C 21.2723 -8.3819 -4.3135 -1.2 0.0 -1.7 0.4110
C 22.4901 -11.3434 -5.6967 0.3 0.2 0.3 -0.2472
C 17.7441 -10.6940 -9.4829 -1.7 0.6 0.9 -1.6173
C 23.0274 -9.1533 -13.5766 2.7 -7.8 0.7 0.1308
C 21.4304 -9.1316 -3.0376 10.2 2.7 -1.7 0.9479
C 21.4362 -4.7815 -7.7399 -0.1 -0.1 -0.3 -1.2599
C 23.7824 -5.2835 -7.0595 0.1 -1.7 -0.8 -1.0955
C 22.3002 -8.4427 -7.6836 1.5 -0.4 -1.2 0.5996
C 19.9373 -4.9466 -13.0595 -1.0 -1.1 -1.3 -1.7451
C 22.1858 -8.2191 -2.0449 0.0 0.0 -0.5 -1.6069
C 26.8196 -7.1121 -9.6845 -2.7 0.6 -1.6 -2.0155
C 25.4843 -9.2945 -9.8854 0.0 1.1 -1.9 -1.1343
C 22.9086 -9.6050 -12.1096 -1.4 0.0 -1.5 -0.1263
C 27.1374 -7.6989 -4.4665 -1.6 -0.3 1.2 -1.7109
C 19.6835 -11.1239 -8.1051 0.6 -0.6 0.5 -0.3974
C 23.6126 -11.5249 -8.0139 -0.1 0.9 0.4 -0.1383
C 21.3773 -5.1372 -12.6949 -3.7 -9.4 -2.5 0.7313
C 21.5481 -6.0759 -11.5416 -1.9 -0.8 1.7 -0.4382
C 19.2103 -10.4968 -9.3858 -1.7 -6.2 -1.1 0.3321
H 21.8196 -9.3518 -7.4279 -0.4 -1.0 0.3 -0.4926
H 22.1310 -12.8613 -7.2448 -1.3 0.4 -0.2 0.2953
H 22.4585 -5.8302 -11.0049 0.3 -0.5 0.0 -0.4211
H 22.1201 -10.0247 -3.1657 0.3 1.0 -0.7 -0.1551
H 21.2626 -10.2349 -14.2904 0.9 0.1 -0.3 0.2981
H 20.6970 -5.9346 -10.8345 0.6 0.3 0.0 0.2193
H 27.3359 -9.2035 -6.8954 -0.8 -0.2 1.3 0.3756
H 17.5117 -11.7012 -9.2715 -0.4 -1.3 -0.2 0.5127
H 20.0719 -10.2405 -3.1419 -0.9 -0.6 0.0 0.3794
H 23.3080 -10.5545 -11.8500 0.9 -0.7 -0.1 0.7431
H 23.1853 -7.3826 -13.4136 1.1 1.8 1.0 0.3022
H 18.8916 -6.1630 -7.3698 0.4 -0.3 -0.6 0.3472
H 22.8619 -5.8624 -8.8993 -0.3 -0.7 0.5 -1.0191
H 25.9705 -7.1660 -6.1969 1.9 0.2 -0.9 -0.0696
H 21.9568 -5.6235 -13.5117 -1.0 -0.5 -0.4 0.0983
H 24.1074 -9.1039 -13.7492 0.6 -1.1 -0.2 0.3237
H 19.0102 -8.7275 -9.0387 0.0 0.6 -0.2 0.1284
H 22.2008 -8.1539 -4.8101 0.6 -0.1 0.0 -0.4662
H 24.7376 -5.4373 -7.5390 0.8 -0.1 0.4 0.0877
H 28.1155 -7.7989 -4.8986 0.4 0.1 -0.1 0.3815
H 17.3298 -10.3939 -10.4208 -0.2 0.2 -0.7 0.3614
H 23.3634 -8.8072 -11.6552 1.4 1.5 2.0 -0.5058
H 19.6048 -10.4236 -7.2462 0.0 -0.5 -0.4 -0.0935
H 19.3706 -4.3431 -12.3754 0.1 0.4 0.7 0.4023
H 20.7514 -9.1192 -4.9991 0.0 1.3 0.3 -0.5249
H 24.5714 -9.8239 -9.7307 -1.0 0.1 -0.3 -0.3119
H 23.0816 -7.7864 -2.4757 0.3 -0.3 -0.3 0.2451
H 21.5606 -10.9145 -6.0044 -1.0 0.0 0.4 -0.2186
H 22.5719 -9.9970 -15.5683 -0.4 0.3 0.4 0.3801
H 20.7112 -11.3868 -8.3219 0.5 0.0 0.8 -0.3012
H 18.4252 -7.0379 -5.9770 0.3 0.2 0.2 0.4794
H 23.7182 -7.5558 -9.8427 0.0 0.7 -0.9 -0.9182
H 21.5903 -7.3561 -1.8204 -0.7 0.4 0.4 0.4505
H 26.3869 -10.2298 -5.6700 0.2 0.1 0.4 0.4699
H 27.4795 -7.6553 -9.1338 2.4 -1.4 1.4 0.4961
H 25.1898 -7.7239 -8.4154 0.5 -0.4 0.0 -0.8632
H 22.7555 -4.0829 -12.8101 2.0 0.8 -0.2 0.4383
H 21.2534 -4.1191 -6.8831 0.5 0.2 -0.3 0.3384
H 21.8429 -7.6876 -7.1009 -0.3 1.2 0.3 -0.5726
H 19.8409 -4.4866 -14.0423 0.1 0.2 0.0 0.4164
H 24.5628 -11.0763 -7.6485 -0.6 -0.2 -0.1 -0.0503
H 21.9022 -9.6302 -11.7462 -1.1 0.1 -0.1 0.1524
H 17.7753 -8.7121 -7.0816 -0.4 -0.5 0.1 0.3204
H 26.7051 -6.1193 -9.2569 0.2 0.2 -0.1 0.4502
H 19.1611 -12.0912 -7.8968 0.3 0.9 0.0 0.4938
H 23.3874 -8.5290 -7.4141 -1.0 0.2 -0.2 -0.4516
H 21.4033 -7.1420 -11.7986 0.7 0.5 -0.1 0.3209
H 19.7624 -7.6754 -6.8200 1.6 -0.4 -0.3 -0.2740
H 21.4111 -8.6742 -9.4407 -0.9 -0.3 -0.2 -1.1315
H 27.1139 -7.0323 -10.7607 -0.3 -0.2 0.8 0.3770
H 21.0066 -5.7250 -7.4794 -0.3 -0.7 0.2 -0.3207
H 20.9376 -4.4210 -8.6208 -0.8 0.4 -0.2 0.4553
H 19.4109 -5.8914 -13.1319 -0.1 -0.3 0.0 0.3388
H 23.8111 -4.5482 -6.3106 0.1 1.6 0.6 0.5695
H 26.8958 -6.6802 -4.1915 0.7 0.4 0.7 0.4412
H 26.1306 -9.8361 -9.2924 2.0 -1.0 1.2 0.7066
H 19.6784 -11.0162 -10.2563 -0.3 -0.7 0.7 0.4155
H 25.6419 -9.3983 -7.0251 -0.2 -0.2 0.2 -0.3832
H 24.6189 -7.2287 -4.8597 -1.5 2.2 1.1 0.1995
H 23.0444 -10.7295 -8.5179 0.1 -0.4 0.1 -0.4435
H 24.3532 -12.8200 -5.8003 0.1 -0.2 -0.3 0.4177
H 23.4843 -4.3355 -9.8009 0.2 0.6 -0.1 0.5605
H 25.8084 -9.3400 -10.9580 -0.4 -0.3 0.8 0.2811
H 20.7544 -7.3875 -4.1938 0.0 -1.2 -0.1 0.4955
H 23.1251 -10.4552 -5.6622 0.5 -0.1 0.2 0.0553
H 22.4677 -8.7152 -1.1341 0.0 -0.3 0.4 0.4157
H 17.1751 -10.1364 -8.6999 0.5 -0.1 -0.4 0.2462
H 22.4688 -11.7932 -4.6543 -0.2 0.2 -1.4 0.4269
H 22.7873 -11.2281 -14.3571 -0.5 1.2 0.3 0.3093
H 23.9063 -12.3070 -8.6999 -0.1 -0.1 -0.5 0.4690
H 23.4949 -6.1847 -6.4985 0.0 -0.1 -0.5 -0.2008
H 27.0032 -8.3718 -3.5743 0.3 0.6 -0.7 0.3193

***

11
Properties=species:S:1:pos:R:3:forces:R:3:nbo_charge:R:1 method="wB97M-V/def2-TZVPD" max_force_ha_per_bohr=0.0569 total_charge=0 relative_energy_ev=4.252 total_energy_ha=-1159.084008 e_homo_ev="-8.78 / -9.91"
Cl -0.8917 -3.9829 -0.4274 0.6 -1.1 0.1 -0.0904
S -1.7580 -2.2521 -0.6724 0.2 1.1 0.4 0.5980
O -2.2358 -1.9858 1.8190 0.0 -1.2 0.6 -0.5910
N -0.7793 0.0935 -1.0504 -0.6 0.8 -0.5 -0.4839
N 0.8878 -1.2320 -0.3137 -0.3 -2.9 0.5 -0.4581
C 1.4071 -0.0571 -0.4935 -2.3 -0.8 0.2 0.0081
C 0.3370 0.7834 -0.9680 -0.6 1.8 1.2 0.0285
C -0.4446 -1.1606 -0.6755 1.3 1.0 -0.5 0.1373
H -2.2321 -2.8814 2.2822 0.0 1.3 -0.9 0.4281
H 2.2669 0.1357 0.0664 1.6 0.7 -0.1 0.2153
H 0.3023 1.8806 -0.8126 0.1 -0.7 -1.0 0.2081